125
Properties=species:S:1:pos:R:3:mulliken_charge:R:1 method="wB97M-V/def2-TZVPD" homo_ev=-9.31 charge=+3 e_lumo_ev=-6.8 homo_lumo_gap_ev=2.6 e_tot_ha=-2141.73057
C 1.222 -2.458 -4.110 -0.8280
C 2.438 -1.556 -4.417 -0.5689
C 2.939 -0.773 -3.213 -0.8225
N 3.941 0.444 -3.399 0.4525
C 5.344 0.076 -3.841 -0.9605
C 3.247 1.474 -4.351 -0.6224
C 3.810 2.853 -3.856 -0.9376
C 3.615 2.727 -2.344 0.1853
C 4.010 1.252 -2.051 -0.5982
H 1.516 -3.084 -3.267 0.0234
H 1.083 -3.043 -5.019 0.4544
H 0.310 -1.914 -3.861 0.1553
H 2.233 -0.809 -5.183 0.3375
H 3.281 -2.150 -4.772 0.3466
H 3.313 -1.321 -2.347 0.6120
H 2.089 -0.296 -2.727 0.1786
H 5.867 1.024 -3.973 0.4056
H 5.395 -0.502 -4.764 0.3296
H 5.824 -0.501 -3.051 0.3615
H 3.504 1.222 -5.380 0.4181
H 2.177 1.407 -4.155 0.3373
H 4.832 3.023 -4.194 0.3674
H 3.249 3.654 -4.338 0.4514
H 4.371 3.375 -1.899 0.6346
H 2.635 3.005 -1.957 -0.3167
H 5.064 1.301 -1.778 0.3201
H 3.340 0.833 -1.300 0.2507
C 0.344 -4.247 1.436 -0.9957
N 1.256 -4.771 0.242 0.3240
C 0.282 -4.827 -0.938 -1.0520
C 2.418 -3.771 -0.088 -0.8524
C 1.847 -6.222 0.568 -0.4894
C 0.865 -7.167 1.179 -0.6219
O -0.065 -7.649 0.313 -0.4839
H 0.086 -3.202 1.265 0.2256
H 0.743 -4.453 2.429 0.3768
H -0.583 -4.802 1.297 0.4789
H -0.375 -5.687 -0.803 0.3777
H 0.836 -5.007 -1.859 0.4460
H -0.248 -3.877 -0.996 0.3324
H 2.836 -3.985 -1.071 0.3983
H 3.115 -3.777 0.751 0.5019
H 2.112 -2.734 0.055 0.0446
H 2.722 -6.045 1.193 0.4043
H 2.149 -6.600 -0.408 0.4501
H 0.425 -6.789 2.102 0.3585
H 1.577 -7.865 1.620 0.4201
H -0.658 -8.270 0.743 0.3357
C -0.627 2.715 -3.096 -1.1179
N -1.740 3.661 -2.578 -0.0102
C -1.485 5.019 -3.323 -0.8043
C -3.110 3.089 -3.007 -0.8430
C -1.637 3.852 -1.045 -0.4635
C -0.435 4.616 -0.493 -0.5328
O 0.780 4.336 -1.020 -0.4075
H 0.350 3.179 -2.957 0.2343
H -0.735 2.454 -4.149 0.5702
H -0.814 1.838 -2.477 0.2176
H -0.445 5.324 -3.206 0.3141
H -2.068 5.792 -2.824 0.3906
H -1.652 5.002 -4.400 0.3586
H -2.997 3.051 -4.091 0.3684
H -3.752 3.885 -2.630 0.4478
H -3.220 2.064 -2.653 0.3299
H -1.790 2.905 -0.526 0.2565
H -2.544 4.411 -0.816 0.4293
H -0.315 4.414 0.571 0.2970
H -0.542 5.684 -0.682 0.4726
H 1.509 4.787 -0.587 0.2586
C -4.306 0.863 6.248 -0.9491
N -3.888 0.264 4.905 0.0718
C -2.645 -0.574 5.239 -0.6896
C -5.109 -0.511 4.404 -0.8188
C -3.718 1.452 3.990 -1.2202
C -3.167 1.257 2.602 -0.2785
O -1.843 0.700 2.529 0.1403
H -4.707 0.084 6.896 0.4268
H -5.045 1.664 6.235 0.3873
H -3.526 1.423 6.764 0.4265
H -1.918 0.032 5.780 0.2899
H -2.320 -0.848 4.236 0.2745
H -2.970 -1.363 5.918 0.4209
H -5.344 -1.279 5.141 0.3935
H -4.907 -0.932 3.419 0.3996
H -5.966 0.092 4.103 0.3535
H -2.962 2.087 4.452 0.4805
H -4.631 2.043 3.919 0.3588
H -2.989 2.262 2.219 0.2885
H -3.891 0.667 2.039 0.4361
H -1.521 0.568 1.634 0.2034
C 1.804 2.203 1.479 -0.7148
N 2.165 2.188 2.942 0.1076
C 3.675 2.323 3.142 -0.8507
C 1.478 3.535 3.393 -0.7554
C 1.474 1.024 3.706 -0.7334
C 1.572 -0.516 3.275 -0.0009
O 2.863 -0.862 3.463 -0.5378
H 2.093 3.163 1.051 0.3897
H 0.753 1.914 1.479 0.0440
H 2.458 1.473 1.001 0.3849
H 4.092 3.250 2.749 0.3570
H 4.150 1.371 2.906 0.3205
H 3.732 2.383 4.229 0.4211
H 1.980 4.422 3.006 0.3584
H 1.650 3.611 4.467 0.4039
H 0.435 3.588 3.081 0.2852
H 0.424 1.318 3.718 0.3944
H 1.816 1.182 4.729 0.4774
H 1.384 -0.718 2.220 -0.0589
H 0.867 -0.966 3.974 0.4305
H 2.866 -1.805 3.286 0.3035
C -5.853 -2.194 -1.585 -0.3833
C -6.549 -3.277 -2.360 0.3756
O -7.668 -3.602 -1.989 -0.6959
O -6.004 -3.816 -3.358 -0.7613
H -5.543 -1.370 -2.228 0.1231
H -4.888 -2.521 -1.196 0.0508
H -6.463 -1.833 -0.758 0.3017
C -1.597 -0.942 -1.935 -0.8867
C -0.730 -0.440 -0.779 0.3890
O -1.153 0.429 -0.026 -0.9204
O 0.404 -0.977 -0.690 -0.3641
H -1.324 -0.406 -2.844 0.1643
H -2.613 -0.661 -1.658 0.1593
H -1.441 -2.014 -2.059 0.3126

=====

142
Properties=species:S:1:pos:R:3:mulliken_charge:R:1 method="wB97M-V/def2-TZVPD" homo_ev=-2.72 de_lowest_kj_mol=0.0 charge=-2 e_lumo_ev=3.6 homo_lumo_gap_ev=6.4 e_tot_ha=-3524.38385
C -0.447 0.444 0.771 0.3697
C -1.426 -0.295 0.106 -0.2191
C -1.108 -0.975 -1.196 0.6115
O -1.886 -1.583 -1.956 -0.9584
C 0.215 -0.897 -1.650 0.2374
C 1.222 -0.140 -1.014 -0.0279
C 0.882 0.572 0.326 0.7605
O 1.727 1.271 0.942 1.4718
O 2.367 0.064 -1.490 0.0643
O -2.564 -0.326 0.654 -0.6520
H -0.642 0.772 1.785 -1.0499
H 0.595 -1.351 -2.555 0.1698
C 1.069 -6.604 -2.605 -0.2807
C 1.263 -5.519 -3.653 -0.0673
O 0.406 -4.425 -3.408 -0.3788
O -0.285 -6.982 -2.596 -0.5099
H 1.442 -6.263 -1.635 0.0047
H 1.771 -7.429 -2.804 0.4117
H 1.058 -5.985 -4.624 0.3853
H 2.303 -5.181 -3.597 0.0986
H 0.689 -3.681 -3.948 0.1936
H -0.370 -7.883 -2.281 0.2724
C -0.768 1.488 -3.793 1.8952
C -0.692 0.443 -4.897 -0.5109
O 0.507 0.565 -5.643 -0.6734
O -0.917 2.803 -4.272 -0.8079
H 0.164 1.375 -3.222 -0.7849
H -1.602 1.206 -3.137 -0.5044
H -1.500 0.497 -5.629 0.4184
H -0.701 -0.512 -4.360 0.1543
H 1.212 0.021 -5.270 0.3358
H -1.110 3.379 -3.520 0.4876
C -0.349 3.302 3.405 0.5826
C -1.780 3.382 3.911 -0.4891
O -2.174 2.095 4.397 -0.5042
O 0.128 4.580 2.991 -0.7340
H -0.322 2.605 2.563 -0.5903
H 0.348 3.008 4.199 0.4729
H -2.484 3.660 3.128 0.1098
H -1.837 4.139 4.701 0.2581
H -1.416 1.755 4.911 0.2457
H 0.907 4.479 2.409 0.4749
C 4.332 -1.482 2.700 -0.7158
C 2.870 -1.208 3.089 0.4083
O 2.699 0.172 3.306 -0.6851
O 4.619 -1.213 1.333 -0.3859
H 4.563 -2.550 2.764 0.3507
H 4.982 -0.858 3.322 0.3064
H 2.574 -1.777 3.977 0.3188
H 2.213 -1.544 2.277 -0.1402
H 2.238 0.625 2.584 -0.4078
H 4.442 -0.264 1.188 0.1934
C -4.451 4.427 0.012 -0.7614
C -3.893 3.120 0.515 0.3119
O -3.571 2.278 -0.614 -0.5061
O -5.783 4.422 -0.489 -0.5854
H -3.776 4.866 -0.719 0.2688
H -4.476 5.094 0.886 0.3977
H -4.562 2.571 1.179 0.7839
H -2.940 3.372 0.996 -0.4131
H -3.269 1.443 -0.222 -0.0017
H -6.367 4.003 0.148 0.3204
C -4.324 0.270 -4.346 -0.1317
C -4.892 0.189 -2.946 0.5410
O -6.093 -0.608 -2.882 -0.6281
O -4.209 -1.009 -4.985 -0.5175
H -3.374 0.796 -4.399 -0.3042
H -4.990 0.840 -5.009 0.4780
H -5.241 1.119 -2.481 0.1886
H -4.208 -0.213 -2.197 -0.2993
H -6.785 -0.178 -3.391 0.3138
H -5.074 -1.172 -5.364 0.3103
C -0.207 -1.665 5.515 -0.8942
C -0.027 -0.241 5.045 1.1282
O -0.407 0.702 6.035 -0.6880
O 0.587 -1.930 6.679 -0.5940
H 0.016 -2.417 4.748 0.3122
H -1.254 -1.857 5.788 0.5362
H -0.690 -0.169 4.187 -0.8301
H 1.026 -0.110 4.780 0.3374
H 0.116 0.572 6.830 0.3831
H 0.365 -2.819 6.964 0.3129
C 4.700 3.038 1.528 -0.6887
C 3.589 3.681 2.344 -0.4054
O 2.422 3.783 1.545 -0.6496
O 4.387 1.683 1.206 -0.5738
H 5.612 2.942 2.119 0.4054
H 4.792 3.661 0.631 0.2466
H 3.952 4.679 2.596 0.4143
H 3.444 3.042 3.221 0.1135
H 2.087 2.895 1.315 0.3132
H 3.478 1.662 0.844 0.0195
C 3.699 -2.882 -2.131 0.5657
C 3.514 -3.370 -0.717 0.1756
O 2.931 -4.682 -0.662 -0.5828
O 4.730 -3.535 -2.906 -0.6916
H 3.927 -1.816 -2.161 -0.1340
H 2.799 -3.030 -2.735 -0.0847
H 2.820 -2.711 -0.201 -0.2516
H 4.480 -3.441 -0.209 0.3789
H 3.608 -5.283 -0.991 0.3024
H 4.426 -3.563 -3.813 0.4149
C 3.620 0.799 -4.512 -0.3085
C 4.869 0.934 -3.635 -0.5458
O 4.611 1.373 -2.323 -0.6219
O 2.926 -0.386 -4.155 -0.6957
H 3.951 0.713 -5.549 0.4251
H 2.957 1.661 -4.385 0.1228
H 5.588 1.641 -4.057 0.4029
H 5.297 -0.078 -3.600 0.1995
H 3.789 0.988 -1.946 0.4554
H 2.622 -0.303 -3.219 0.0073
C 0.890 4.159 -1.553 0.0882
C -0.404 3.880 -0.833 1.0013
O -1.507 3.995 -1.746 -0.7408
O 0.926 5.457 -2.123 -0.6757
H 0.988 3.434 -2.372 -0.0060
H 1.729 3.974 -0.884 -0.0585
H -0.522 4.551 0.028 0.2796
H -0.415 2.891 -0.362 -0.6085
H -2.280 3.596 -1.314 0.1447
H 0.142 5.545 -2.674 0.3989
C 0.016 -3.818 0.982 0.5479
C -1.421 -3.929 1.531 -0.3826
O -2.363 -3.462 0.597 -0.5446
O 0.087 -4.531 -0.245 -0.4378
H 0.652 -4.331 1.720 0.4472
H 0.316 -2.783 0.780 -0.4348
H -1.524 -3.284 2.416 -0.0022
H -1.617 -4.940 1.896 0.4075
H -2.615 -2.554 0.792 0.1973
H 1.014 -4.780 -0.366 0.0435
C -4.408 -1.223 3.275 -0.0474
C -5.106 -0.171 4.131 -0.5562
O -4.799 1.156 3.692 -0.5179
O -3.069 -1.444 3.697 -0.3174
H -4.557 -1.044 2.210 0.1110
H -4.958 -2.148 3.499 0.3219
H -4.792 -0.182 5.180 0.2722
H -6.187 -0.310 4.036 0.3501
H -3.931 1.430 4.032 0.3198
H -2.585 -0.701 3.294 -0.0857

=====

120
Properties=species:S:1:pos:R:3:mulliken_charge:R:1 method="wB97M-V/def2-TZVPD" homo_ev=-9.07 de_lowest_kj_mol=1560.3 smiles=CCOCC.CCOCC.CCOCC.CCOCC.CCOCC.CCOCC.CCOCC.CCOCC e_lumo_ev=0.7 homo_lumo_gap_ev=9.8 e_tot_ha=-1868.39197
C -1.161 -2.855 0.506 -0.7858
C -1.263 -3.453 1.959 -0.8166
O -2.162 -2.625 2.725 -0.2155
C -2.218 -2.980 4.200 0.0635
C -3.075 -2.079 4.870 -1.1247
H -1.988 -2.911 -0.116 0.7226
H -0.633 -3.516 -0.162 0.2649
H -0.843 -1.749 0.324 -0.1222
H -0.186 -3.601 2.222 0.2538
H -1.700 -4.414 1.703 0.5441
H -1.150 -2.540 4.455 0.0155
H -2.464 -4.026 4.299 0.3482
H -4.212 -2.338 4.743 0.2684
H -2.808 -1.127 4.693 0.1155
H -2.784 -1.997 5.907 0.4178
C -1.349 3.497 -1.780 -1.6223
C -0.791 2.097 -2.157 0.3820
O 0.095 1.685 -1.213 0.2297
C 0.368 0.344 -1.206 1.8734
C 1.247 -0.120 -0.125 -0.3086
H -2.094 3.743 -2.350 0.5919
H -0.480 4.112 -1.723 0.3522
H -1.695 3.278 -0.743 0.1066
H -0.567 2.011 -3.195 0.2086
H -1.695 1.310 -2.160 -0.2807
H 0.848 0.142 -2.087 -0.3846
H -0.582 -0.399 -1.403 -1.2368
H 2.124 0.472 -0.339 -0.3915
H 1.344 -1.200 0.066 0.2803
H 0.807 0.339 0.689 0.2238
C -4.102 -0.590 -5.874 -1.2219
C -3.030 -1.276 -4.969 -0.7992
O -3.046 -0.641 -3.535 -0.0511
C -3.803 -1.308 -2.544 -0.5398
C -3.858 -0.501 -1.342 -0.3347
H -5.146 -0.974 -5.558 0.2610
H -3.844 -0.648 -6.910 0.4219
H -4.186 0.529 -5.844 0.2637
H -2.130 -1.127 -5.375 0.3975
H -3.111 -2.237 -4.690 0.7065
H -3.285 -2.255 -2.332 0.2447
H -4.722 -1.479 -3.092 0.4537
H -4.622 -0.793 -0.492 0.3612
H -4.123 0.496 -1.760 0.2910
H -2.731 -0.345 -0.914 -0.2965
C -3.908 5.175 4.421 -1.0637
C -3.536 4.585 3.055 -0.2982
O -3.440 3.185 3.247 -0.2780
C -3.374 2.382 2.109 0.1849
C -3.229 1.050 2.320 -0.3936
H -4.986 4.741 4.675 0.2320
H -3.967 6.409 4.464 0.2831
H -3.134 4.776 4.955 0.3569
H -2.623 4.996 2.562 0.3106
H -4.422 4.905 2.445 0.2757
H -2.363 2.747 1.450 -0.2950
H -4.115 2.584 1.254 0.2609
H -3.039 0.564 1.291 0.0548
H -4.102 0.715 2.806 0.4969
H -2.272 1.012 2.727 -0.1776
C 2.439 3.596 0.707 -0.9432
C 2.978 2.539 1.675 0.3841
O 3.408 3.300 2.797 -0.5018
C 3.608 2.434 3.971 1.3323
C 4.023 3.330 4.945 -1.4612
H 3.004 4.442 0.283 0.4475
H 1.559 4.114 1.165 0.2769
H 2.004 3.212 -0.313 -0.1756
H 3.645 2.041 1.185 0.5388
H 2.111 2.044 2.100 -0.2461
H 4.382 1.620 3.627 -0.3548
H 2.614 1.924 4.191 -0.4013
H 4.461 2.803 5.890 0.3781
H 3.222 3.987 5.354 0.3095
H 5.031 3.767 4.782 0.3665
C -0.356 -2.629 -3.295 -0.4913
C 1.008 -3.120 -2.754 -1.1605
O 0.719 -4.329 -2.172 -0.3294
C 1.917 -4.944 -1.745 -0.4172
C 1.532 -6.310 -1.426 -1.4271
H -0.749 -3.458 -3.986 0.2996
H -0.497 -1.606 -3.745 0.1711
H -1.085 -2.578 -2.621 -0.2036
H 1.450 -2.440 -2.093 0.1966
H 1.579 -3.175 -3.524 1.2550
H 2.186 -4.640 -0.944 0.4912
H 2.721 -4.992 -2.435 0.4293
H 2.427 -6.750 -0.999 0.4214
H 1.147 -6.915 -2.216 0.3706
H 0.645 -6.389 -0.774 0.2494
C 1.568 0.621 -5.979 -1.1254
C 2.605 -0.217 -5.159 -0.0581
O 2.634 0.536 -3.854 -0.0784
C 3.538 1.429 -3.717 -0.3736
C 3.335 2.046 -2.489 -1.1988
H 1.804 1.550 -6.175 0.4436
H 0.734 0.518 -5.326 0.0919
H 1.301 -0.009 -6.867 0.3779
H 3.581 -0.250 -5.790 0.3517
H 2.203 -1.325 -4.952 -0.0359
H 3.481 2.134 -4.497 0.4406
H 4.616 0.952 -3.767 0.2010
H 2.449 2.479 -2.360 0.1753
H 3.817 2.951 -2.667 0.5590
H 3.734 1.570 -1.620 0.2466
C 0.422 0.199 4.087 -2.3766
C 1.202 -1.034 3.654 0.1477
O 2.394 -0.477 3.170 0.0184
C 3.244 -1.437 2.707 -0.0053
C 4.357 -0.795 2.004 -0.9262
H 0.774 0.569 4.776 1.2974
H -0.434 -0.141 4.601 0.3969
H 0.327 0.911 3.223 0.1464
H 0.583 -1.426 2.823 -0.0773
H 1.499 -1.762 4.481 0.4966
H 2.704 -2.472 2.091 -0.0181
H 3.815 -1.941 3.537 0.3372
H 4.866 -0.022 2.515 0.2500
H 3.878 -0.379 1.088 -0.0686
H 5.184 -1.383 1.646 0.4778